(1)
Density functional theory data (wB97M-V/def2-TZVPD) for a 10-piece molecular cluster, C4H29NO10 overall at a distorted geometry.

```
44
Properties=species:S:1:pos:R:3:nbo_charge:R:1
C -28.46 -3.81 -26.09 -0.25
O -27.59 -4.61 -25.32 -0.56
C -26.45 -3.89 -24.86 -0.09
C -25.51 -4.67 -23.96 -0.07
C -25.16 -6.04 -24.56 -0.61
N -26.10 -4.92 -22.62 -0.84
H -29.04 -4.46 -26.74 0.18
H -27.84 -3.27 -26.82 0.19
H -29.11 -3.16 -25.50 0.16
H -25.94 -3.52 -25.77 0.17
H -26.81 -2.94 -24.44 0.19
H -24.66 -4.01 -23.77 0.19
H -24.39 -6.50 -23.95 0.22
H -24.92 -5.87 -25.61 0.20
H -26.05 -6.67 -24.49 0.21
H -27.09 -5.09 -22.77 0.35
H -26.03 -4.08 -22.06 0.35
O -32.55 1.84 -25.97 -0.98
H -32.81 2.53 -25.33 0.50
H -33.33 1.28 -26.05 0.47
O -26.14 -0.99 -26.79 -0.98
H -25.66 -0.16 -26.87 0.47
H -26.85 -0.94 -27.47 0.50
O -29.50 0.12 -25.21 -0.98
H -30.00 0.90 -25.50 0.50
H -29.49 -0.45 -25.99 0.50
O -30.08 1.37 -22.69 -0.98
H -30.06 0.96 -23.58 0.49
H -29.23 1.10 -22.32 0.49
O -30.42 3.64 -26.15 -0.97
H -31.09 3.40 -26.81 0.47
H -30.83 3.36 -25.32 0.48
O -30.70 -2.39 -28.37 -0.96
H -31.13 -3.09 -27.86 0.50
H -31.41 -1.77 -28.57 0.48
O -26.98 -0.36 -24.10 -0.99
H -27.91 -0.32 -24.40 0.48
H -26.45 -0.52 -24.90 0.49
O -31.82 3.35 -23.72 -0.99
H -31.44 2.67 -23.14 0.52
H -31.97 4.11 -23.15 0.49
O -28.26 -1.28 -28.48 -0.99
H -29.21 -1.49 -28.51 0.51
H -27.95 -1.44 -29.38 0.48
```

Summary:
Maximum force, eV/A: 1.7
Molecular weight, g mol⁻¹: 251.273
HOMO-LUMO gap, eV: 8.510
Energy above the lowest of the compared OMol25 structures with the same formula, charge and spin, kJ/mol: 194.00
Total energy, eV: -26583.6881
SMILES: COC[C@H](C)N.O.O.O.O.O.O.O.O.O

(2)
Density functional theory data (wB97M-V/def2-TZVPD) for a 2-piece molecular cluster, C4H14N6O overall at a distorted geometry.

```
25
Properties=species:S:1:pos:R:3:nbo_charge:R:1
C 0.26 2.33 -0.30 0.34
C -1.30 1.08 1.00 0.20
C -2.17 0.04 0.22 0.53
C 1.34 -1.51 -0.03 0.38
N 1.14 1.45 -0.40 -0.76
N -1.03 2.17 0.18 -0.65
N -2.73 -0.91 0.92 -0.71
N -1.92 0.00 -1.04 -0.73
N 1.65 -1.66 -1.28 -0.73
N 2.21 -1.36 0.89 -0.70
O -0.24 0.32 1.39 -0.74
H 0.38 3.37 -0.76 0.21
H -1.73 1.17 2.02 0.23
H 2.06 1.74 -0.68 0.41
H -1.43 3.03 0.43 0.44
H -3.00 -0.56 1.82 0.44
H 1.99 -1.45 1.92 0.47
H -1.66 0.91 -1.45 0.46
H -2.11 -0.83 -1.55 0.42
H 2.42 -1.21 -1.85 0.46
H 0.83 -1.90 -1.92 0.43
H -3.09 -1.77 0.55 0.44
H 0.46 0.33 0.59 0.49
H 3.22 -1.50 0.58 0.44
H 0.30 -1.73 0.26 0.24
```

Summary:
Maximum force, eV/A: 4.7
Total charge: +2
Molecular weight, g mol⁻¹: 162.197
HOMO-LUMO gap, eV: 10.774
Energy above the lowest of the compared OMol25 structures with the same formula, charge and spin, kJ/mol: 167.04
Total energy, eV: -15346.8082

(3)
Density functional theory data (wB97M-V/def2-TZVPD) for one molecule with the formula C3H5N3O at a distorted geometry.

```
12
Properties=species:S:1:pos:R:3:nbo_charge:R:1
H -2.42 -1.39 0.49 0.30
N -2.90 -0.89 -0.34 -0.27
N -2.06 -0.32 -0.96 0.05
N -0.67 -0.65 -0.50 -0.34
C 0.40 -0.07 -0.16 0.19
C 0.55 1.42 -0.02 -0.70
C 1.50 -0.94 0.33 0.39
O 2.46 -0.53 0.94 -0.48
H 0.02 1.94 -0.82 0.24
H 1.60 1.69 -0.09 0.24
H 0.18 1.75 0.95 0.24
H 1.34 -2.02 0.18 0.13
```

Summary:
Maximum force, eV/A: 4.1
Molecular weight, g mol⁻¹: 99.093
HOMO-LUMO gap, eV: 8.989
Energy above the lowest of the compared OMol25 structures with the same formula, charge and spin, kJ/mol: 407.77
Total energy, eV: -9706.3575
SMILES: [H]/N=N\N=C(/C)C=O

(4)
Density functional theory data (wB97M-V/def2-TZVPD) for a 4-piece molecular cluster, C3H15NO3 overall at a distorted geometry.

```
22
Properties=species:S:1:pos:R:3:nbo_charge:R:1
C 2.26 0.71 -1.28 -0.63
C 1.78 -0.74 -1.30 -0.43
C 0.32 -0.99 -1.46 -0.22
N -0.44 -0.85 -0.19 -0.83
H 3.08 0.96 -2.00 0.21
H 2.93 0.80 -0.41 0.21
H 1.48 1.47 -1.29 0.22
H 2.32 -1.18 -2.25 0.21
H 2.27 -1.13 -0.40 0.21
H 0.15 -2.00 -1.82 0.18
H -0.16 -0.18 -2.18 0.20
H -0.05 -1.47 0.50 0.40
H -1.30 -1.38 -0.39 0.36
O -1.62 1.62 2.77 -0.97
H -1.34 2.46 3.26 0.47
H -1.31 1.88 1.89 0.50
O -1.67 1.29 -0.14 -1.02
H -2.62 1.17 -0.34 0.46
H -1.21 0.40 -0.25 0.47
O -1.36 -1.22 2.53 -0.97
H -1.17 -0.30 2.50 0.50
H -2.36 -1.31 2.25 0.47
```

Summary:
Maximum force, eV/A: 4.0
Molecular weight, g mol⁻¹: 113.157
HOMO-LUMO gap, eV: 10.715
Energy above the lowest of the compared OMol25 structures with the same formula, charge and spin, kJ/mol: 165.64
Total energy, eV: -10985.8940
SMILES: CCCN.O.O.O

(5)
Density functional theory data (wB97M-V/def2-TZVPD) for C23H18Co2O8 as an isolated structure at a distorted geometry.

```
51
Properties=species:S:1:pos:R:3:nbo_charge:R:1
O -5.30 -1.76 4.36 -0.57
C -4.32 -2.14 3.84 0.44
Co -2.91 -2.78 3.06 0.01
C -3.37 -4.44 2.88 0.53
O -3.64 -5.57 2.76 -0.58
C -2.98 -2.32 1.37 0.44
O -2.98 -2.08 0.23 -0.53
C -0.98 -3.00 3.55 -0.53
C -0.13 -3.00 2.43 -0.05
C 0.41 -3.96 1.64 -0.39
C 0.66 -3.92 0.22 -0.03
C 0.57 -5.13 -0.53 -0.23
C 0.72 -5.11 -1.91 -0.22
C 0.99 -3.90 -2.57 -0.27
C 1.11 -2.72 -1.84 -0.22
C 0.98 -2.73 -0.46 -0.16
Co -0.34 -1.39 3.10 -0.11
C -1.42 -0.34 4.01 0.54
O -2.08 0.39 4.62 -0.54
C -0.48 -0.54 1.57 0.54
O -0.62 0.07 0.59 -0.48
C 1.32 -0.93 3.65 0.58
O 2.38 -0.61 4.00 -0.53
H -0.79 -3.57 4.47 0.19
H 0.53 -4.94 2.13 0.17
H 0.38 -6.07 0.01 0.20
H 0.65 -6.04 -2.48 0.19
H 1.11 -3.91 -3.66 0.19
H 1.33 -1.79 -2.36 0.21
H 1.13 -1.84 0.14 0.21
C 2.61 4.72 -2.90 -0.60
C 1.29 4.45 -2.16 -0.03
C 0.53 5.79 -2.08 -0.61
C 0.49 3.36 -2.90 -0.49
C -0.76 2.85 -2.13 0.50
O -1.85 2.80 -2.70 -0.70
C -0.57 2.53 -0.74 -0.58
C 0.36 3.31 0.02 0.50
O 0.21 3.60 1.21 -0.70
C 1.59 3.87 -0.76 -0.49
H 3.19 3.80 -2.98 0.20
H 2.42 5.08 -3.92 0.19
H 3.22 5.46 -2.37 0.19
H -0.44 5.69 -1.57 0.23
H 1.12 6.54 -1.54 0.19
H 0.32 6.16 -3.10 0.19
H 0.17 3.76 -3.87 0.19
H 1.19 2.53 -3.09 0.20
H -1.41 2.09 -0.21 0.21
H 2.33 3.06 -0.91 0.20
H 2.07 4.65 -0.15 0.20
```

Summary:
Maximum force, eV/A: 4.6
Total charge: -2
Molecular weight, g mol⁻¹: 540.255
HOMO-LUMO gap, eV: 5.989
Energy above the lowest of the compared OMol25 structures with the same formula, charge and spin, kJ/mol: 0.00
Total energy, eV: -115774.5598

(6)
Density functional theory data (wB97M-V/def2-TZVPD) for a 12-piece molecular cluster, C22H68N6O12 overall at a distorted geometry.

```
108
Properties=species:S:1:pos:R:3:lowdin_charge:R:1
N 3.10 -3.99 -0.38 0.16
C 1.84 -3.62 -0.32 -0.53
N 1.22 -3.50 -1.53 0.16
O 1.33 -3.33 0.92 -0.08
H 3.70 -4.00 0.44 0.13
H 3.65 -3.71 -1.19 0.11
H 0.25 -3.11 -1.60 0.09
H 1.66 -3.81 -2.44 0.14
N -2.65 0.31 -4.69 0.15
C -2.83 -0.04 -3.47 -0.60
N -2.90 -1.32 -3.38 0.20
O -2.74 0.89 -2.43 -0.09
H -2.65 1.36 -4.80 0.17
H -2.92 -0.19 -5.51 0.12
H -2.83 -1.81 -2.49 0.09
H -2.64 -1.98 -4.13 0.15
N -0.88 3.63 3.19 0.15
C 0.06 3.44 4.08 -0.68
N 1.11 2.73 3.72 0.15
O 0.02 3.99 5.32 -0.14
H -1.78 4.15 3.55 0.18
H -0.80 3.21 2.26 0.04
H 1.93 2.56 4.37 0.15
H 1.09 2.36 2.78 0.08
C -5.28 -0.67 1.22 0.01
C -4.51 0.20 0.15 -0.58
C -4.36 1.55 0.76 -0.04
O -3.34 -0.23 -0.12 -0.05
H -5.86 -1.48 0.86 0.05
H -6.02 -0.06 1.77 0.08
H -4.42 -1.00 1.86 0.08
H -5.06 0.23 -0.73 0.12
H -5.28 2.10 1.07 0.11
H -3.81 2.16 0.06 0.05
H -3.62 1.46 1.50 0.05
H -2.83 0.29 -0.76 0.06
C -0.88 -1.50 4.74 0.01
C -1.65 -0.97 3.49 -0.61
C -1.19 0.41 3.12 -0.05
O -1.56 -1.72 2.45 -0.02
H -0.93 -2.65 4.64 0.12
H -1.40 -1.09 5.50 0.04
H 0.13 -1.15 4.70 0.05
H -2.77 -1.01 3.69 0.15
H -1.28 1.08 4.04 0.11
H -1.74 0.96 2.28 0.08
H -0.14 0.31 2.71 0.07
H -2.10 -1.28 1.82 0.06
C 2.41 2.02 -1.58 0.00
C 1.28 2.99 -2.04 -0.61
C 1.37 4.41 -1.49 -0.04
O 1.16 3.23 -3.26 0.04
H 2.20 1.58 -0.58 0.08
H 3.36 2.59 -1.51 0.10
H 2.62 1.23 -2.28 0.04
H 0.36 2.53 -1.67 0.11
H 0.45 4.99 -1.67 0.08
H 2.22 4.97 -1.75 0.06
H 1.41 4.37 -0.39 0.08
H 0.48 2.67 -3.53 0.07
C 1.62 -1.19 -3.58 -0.06
C 1.16 0.01 -4.29 -0.57
C 0.60 -0.31 -5.74 -0.03
O 0.19 0.59 -3.68 -0.03
H 0.87 -1.89 -3.32 0.04
H 2.06 -0.93 -2.64 0.04
H 2.33 -1.83 -4.18 0.12
H 2.04 0.66 -4.36 0.15
H 1.33 -1.03 -6.21 0.09
H 0.38 0.61 -6.37 0.10
H -0.40 -0.86 -5.74 0.07
H -0.61 0.21 -4.08 0.06
C 2.83 -2.19 4.13 -0.01
C 2.59 -1.30 2.91 -0.60
C 3.00 0.17 3.17 -0.03
O 3.22 -1.67 1.88 -0.02
H 2.54 -3.21 3.90 0.09
H 2.35 -1.92 5.04 0.06
H 3.90 -2.06 4.22 0.08
H 1.49 -1.21 2.77 0.13
H 2.29 0.56 3.78 0.00
H 2.88 0.84 2.32 0.07
H 3.98 0.48 3.62 0.11
H 2.63 -2.31 1.48 0.04
C -1.44 3.27 0.08 -0.14
O -0.31 2.68 0.61 -0.14
H -1.97 2.65 -0.69 0.09
H -1.21 4.15 -0.42 0.05
H -2.20 3.39 0.86 0.08
H -0.13 1.87 0.17 0.01
C 0.53 -0.46 0.03 -0.15
O -0.26 0.39 -0.71 -0.14
H 1.38 -0.83 -0.54 0.06
H -0.08 -1.29 0.42 0.07
H 1.01 0.08 0.92 0.10
H -0.25 0.05 -1.65 0.10
C -1.77 -3.62 -0.31 -0.12
O -1.84 -2.40 -0.99 -0.16
H -1.24 -3.48 0.57 0.04
H -1.30 -4.28 -0.98 0.07
H -2.79 -3.80 -0.04 0.10
H -2.32 -1.75 -0.48 0.04
C 4.47 -0.84 -0.89 -0.20
O 4.39 -0.01 0.15 -0.09
H 4.96 -0.37 -1.74 0.10
H 3.44 -1.03 -1.14 0.03
H 4.77 -1.80 -0.50 0.07
H 4.11 -0.48 0.89 0.01
```

Summary:
Maximum force, eV/A: 9.8
Molecular weight, g mol⁻¹: 608.816
HOMO-LUMO gap, eV: 7.823
Energy above the lowest of the compared OMol25 structures with the same formula, charge and spin, kJ/mol: 34.87
Total energy, eV: -57420.7840
SMILES: NC(N)=O.NC(N)=O.NC(N)=O.CC(C)O.CC(C)O.CC(C)O.CC(C)O.CC(C)O.CO.CO.CO.CO